Record 1
A molecular structure, C48H37N2O4SSbTcTe. Source: the Open Molecules 2025 dataset; level of theory: ωB97M-V with the def2-TZVPD basis set.

Properties
ΔE to the lowest compared entry with this formula, charge and spin = 242.7 kJ/mol
Gap between HOMO and LUMO (spin up / spin down) = 0.23249 / 0.23399 Ha
Multiplicity = 4
Highest occupied orbital energy (spin up / spin down) = -7.4 / -7.7 eV

Geometry as XYZ:
```
95
Properties=species:S:1:pos:R:3:forces:R:3:lowdin_charge:R:1
C -3.32539 -2.20751 -5.41364 0.0 0.0 0.0 -0.09
C 0.83500 3.20488 -5.82993 0.0 0.0 0.0 -0.09
C 3.73196 4.64780 -0.54935 0.0 0.0 0.1 -0.09
H 2.96231 -2.34314 3.56915 0.0 0.0 0.0 0.13
O 1.38508 -0.66221 2.32184 -0.1 -0.1 0.0 -0.16
H 0.21351 -7.89716 -0.19635 0.0 0.0 0.0 0.11
O 1.66492 0.46948 -0.32292 0.1 0.1 0.1 -0.31
C 3.17805 -3.26167 -5.90167 0.0 0.0 0.0 -0.09
H 2.32109 0.00188 -5.63676 0.0 0.0 0.0 0.09
C 0.63130 1.52926 -4.10188 0.0 -0.1 0.0 -0.38
C 2.97770 -5.36293 0.71377 0.0 0.0 0.0 -0.15
C 3.16118 -6.71317 0.98052 0.0 0.0 0.0 -0.08
H -2.08941 3.35603 -0.12182 0.0 0.0 0.0 0.11
H 0.63310 -6.45701 3.89452 0.0 0.0 0.0 0.12
H 1.17855 5.06148 1.63254 0.0 0.0 0.0 0.10
C -3.72476 0.15739 -5.47929 0.0 0.0 0.0 -0.10
C 2.80616 2.51106 0.12003 -0.1 0.0 0.1 -0.17
C -2.50492 0.37940 -4.85082 0.0 -0.1 0.0 -0.15
C 1.41976 -1.59268 -4.50858 0.0 0.0 0.0 -0.37
C -2.00980 -5.56912 1.97612 0.0 0.0 0.0 -0.06
C 3.73278 3.26213 -0.59543 0.0 0.1 0.0 -0.03
H -0.10408 -5.49859 -0.68803 0.0 0.0 0.0 0.10
C 2.06663 -2.77467 3.14444 0.0 0.1 0.1 0.00
H 2.30280 -8.67595 0.87168 0.0 0.0 0.0 0.10
C 1.67204 -4.03619 3.38485 0.0 0.0 0.0 0.01
H 2.30851 -4.86406 -4.76787 0.0 0.0 0.0 0.10
C 1.42252 4.08018 -4.92319 0.0 0.0 0.0 -0.09
H -2.87176 -2.61525 -0.95098 0.0 0.0 0.0 0.11
C -0.36804 -3.81145 2.01701 0.0 0.0 0.0 -0.18
C 0.80912 -5.84029 -0.21690 0.0 0.0 -0.1 -0.15
N -0.85511 -1.09166 -0.04225 0.0 0.0 0.1 -0.23
C 1.79719 -4.91777 0.12095 0.1 0.1 0.1 -0.56
H 1.72762 5.06783 -5.24549 0.0 0.0 0.0 0.10
C 2.30702 -3.79896 -4.96501 0.0 0.0 0.0 -0.09
C 2.16312 -7.62331 0.66104 0.0 0.0 0.0 -0.08
C -2.09030 -0.66707 -0.59318 0.0 0.0 0.0 -0.28
H -0.00974 1.26108 -6.13940 0.0 0.0 0.0 0.10
H 3.75203 -4.64813 0.96357 0.0 0.0 0.0 0.10
C 2.30467 -1.06421 -5.44484 0.0 -0.1 0.0 -0.11
H 2.27796 -4.67974 4.01257 0.0 0.0 0.0 0.13
C 0.44476 1.93658 -5.42294 0.0 0.0 0.0 -0.15
H 4.08341 -7.05280 1.43468 0.0 0.0 0.0 0.10
C 3.17842 -1.89391 -6.13664 0.0 0.0 0.0 -0.09
H 2.09269 4.35046 -2.89499 0.0 0.0 0.0 0.09
C 0.12420 -2.49266 1.56592 0.2 -0.1 0.0 -0.47
H 1.39962 2.10476 -2.17704 -0.1 0.0 -0.1 0.07
H -5.08900 -1.31076 -6.24810 0.0 0.0 0.0 0.10
N -0.88958 -1.50553 1.25640 0.0 0.2 0.0 -0.11
C -1.59253 -4.30949 1.58580 0.0 0.0 0.0 -0.02
C -3.04356 -1.55221 -1.06295 0.0 0.0 0.0 -0.01
C 0.98917 -7.18638 0.05902 0.0 0.0 0.0 -0.08
H -1.53225 -7.34274 3.09538 0.0 0.0 0.0 0.11
H -2.96880 -5.94384 1.64214 0.0 0.0 0.0 0.11
H -4.91694 -1.76674 -2.08524 0.0 0.0 0.0 0.11
O -1.24627 1.46543 -0.26614 -0.1 -0.1 0.1 -0.27
S 0.75641 2.37080 2.08311 0.0 -0.2 0.0 0.60
H -2.20128 1.39666 -4.63047 0.0 0.0 0.0 0.09
Te 1.54113 -2.86695 -0.27809 -0.3 0.0 0.0 1.51
H -0.31592 3.27302 -0.20987 0.0 0.0 0.0 0.05
C -2.10583 -1.98116 -4.79004 0.0 0.0 0.0 -0.13
C -4.34702 0.28856 -1.89039 0.0 0.0 0.0 -0.08
H -3.63852 -3.22073 -5.63437 0.0 0.0 0.0 0.10
C 2.84441 1.02152 -0.11692 -0.1 -0.1 0.1 -0.60
C 1.22741 2.41388 -3.20443 0.0 0.0 0.1 -0.13
H 3.86385 -1.46839 -6.85899 0.0 0.0 0.0 0.10
C -4.13904 -1.13649 -5.75863 0.0 0.0 0.0 -0.10
C 1.89100 4.55724 0.99095 0.0 0.1 0.0 -0.14
H -2.21770 -3.69070 0.95628 0.0 0.0 0.0 0.10
C -2.27689 0.69447 -0.78665 0.1 0.0 0.0 -0.25
C 0.00278 -5.86028 3.24588 0.0 0.0 0.0 -0.02
Sb 0.09524 -0.39299 -3.32024 0.1 0.0 0.0 1.57
C 0.42942 -4.58429 2.87287 0.0 0.0 0.0 -0.18
Tc 0.11219 0.31349 1.04894 0.2 0.1 -0.3 1.40
C 1.62411 3.68384 -3.60949 0.0 0.0 0.0 -0.07
C -4.17849 -1.07344 -1.70597 0.0 0.0 0.0 -0.08
C -3.38951 1.19072 -1.43379 -0.1 0.1 0.0 -0.01
H 2.77497 6.37698 0.29534 0.0 0.0 0.0 0.10
H -1.48163 -2.83049 -4.53252 0.0 0.0 0.0 0.09
H 3.86118 -3.90591 -6.44035 0.0 0.0 0.0 0.10
O 3.89230 0.41731 -0.19747 -0.1 0.1 0.0 0.08
H 0.78481 -3.39801 -3.51738 0.0 0.0 0.0 0.06
C -1.24120 2.86360 -0.59710 0.0 0.1 0.0 -0.04
H -1.27963 2.96954 -1.68088 0.0 0.0 0.0 0.10
C -1.67772 -0.68586 -4.50367 0.0 0.0 0.0 -0.37
C -1.20673 -6.35432 2.79975 0.0 0.0 0.0 -0.07
C 1.88140 3.16107 0.95371 0.1 0.0 -0.1 -0.60
H -3.53064 2.25091 -1.58634 0.0 0.0 0.0 0.11
C 2.79634 5.29563 0.24446 0.0 0.0 0.0 -0.09
H 4.45109 2.72877 -1.20434 0.0 0.0 0.0 0.12
H -4.35227 0.99858 -5.74866 0.0 0.0 0.0 0.10
C 1.22432 -1.91683 2.34773 -0.1 0.0 -0.1 -0.44
C 1.44068 -2.96666 -4.26804 0.0 0.0 0.0 -0.18
H -5.21930 0.66213 -2.40885 0.0 0.0 0.0 0.11
H 4.45297 5.21321 -1.12510 0.0 0.0 0.0 0.10
H 0.68496 3.51033 -6.85809 0.0 0.0 0.0 0.10
```
Positions in Å, forces in eV/Å.


Record 2
A molecular structure, C48H38BiN6. Source: the Open Molecules 2025 dataset; level of theory: ωB97M-V with the def2-TZVPD basis set.

Properties
ΔE to the lowest compared entry with this formula, charge and spin = 0.0 kJ/mol
Gap between HOMO and LUMO = 0.22380 Ha
Highest occupied orbital energy = -3.9 eV
Total charge = -1

Geometry as XYZ:
```
93
Properties=species:S:1:pos:R:3:forces:R:3:lowdin_charge:R:1
H 1.71372 -1.49001 2.68197 0.0 0.0 0.0 0.08
H 0.00423 -3.18349 -2.58674 -0.1 0.0 0.0 0.13
H 1.45335 -4.31439 2.42852 0.0 0.0 0.0 0.11
H -3.77316 -4.09488 -0.13420 0.0 0.1 0.0 0.10
H 3.48968 4.35114 1.26048 0.0 0.0 0.0 0.10
H -1.96788 -4.48578 -2.57633 0.0 0.0 0.0 0.06
H -3.71995 -4.68915 -2.52785 0.0 0.0 0.0 0.07
C -1.00003 5.74800 -2.07825 0.0 0.0 0.1 -0.11
C -1.13017 1.72155 4.18162 0.0 -0.1 -0.4 -0.04
H -2.20525 3.45641 0.11057 -0.1 0.1 0.1 0.09
C -1.61195 3.87831 -0.69121 0.0 -0.1 -0.2 -0.14
C -2.40443 -0.86530 3.13516 0.0 0.1 -0.1 -0.04
C -2.34076 0.00704 2.04392 0.2 -0.3 0.4 -0.25
C -0.37895 2.43750 5.11078 0.3 0.2 0.1 -0.11
C 2.63092 3.80634 1.63014 0.1 0.1 0.2 -0.05
C -5.23963 -1.32519 0.06560 0.0 0.1 -0.1 -0.04
H 0.75714 2.98196 -2.93003 0.0 0.0 0.0 0.08
C 0.57620 -4.20837 1.79829 0.0 0.0 0.0 -0.06
C 6.24089 -0.73215 -0.87177 0.1 0.1 0.0 -0.03
C -4.02295 0.33354 -1.13581 0.0 0.1 -0.1 -0.15
C -5.11663 -0.54473 -1.05031 -0.1 -0.2 0.1 -0.07
C -2.80533 -4.76083 -1.93551 -0.1 0.1 0.1 -0.08
C 5.05795 1.58920 -1.84928 0.0 0.0 0.0 -0.02
H 1.38060 3.60192 5.50543 0.0 0.0 0.0 0.09
N -1.40926 0.96903 1.87096 -0.2 0.3 -0.6 -0.04
H -1.11346 6.79063 -2.35133 0.0 0.0 0.0 0.09
H 0.47712 5.34282 -3.58148 0.0 0.0 0.0 0.09
H -1.13934 1.82934 -4.04707 0.0 0.0 0.0 0.09
C -0.50845 -5.05021 1.98430 0.0 0.0 0.0 -0.10
H -2.04976 1.24454 4.49241 0.0 0.1 0.0 0.09
C 0.56422 -3.22499 0.81877 0.1 0.0 -0.2 -0.17
H -2.98624 -2.80529 -1.05221 -0.1 0.0 0.1 0.09
C -1.66865 -3.95348 0.17186 0.0 0.1 -0.1 -0.17
H 1.74222 -1.87989 -0.35321 0.1 0.0 0.0 0.07
H 6.71570 -1.62554 -0.48864 0.0 0.0 0.0 0.12
H 2.47674 -0.41551 1.49252 0.0 0.0 0.0 0.07
C 7.03236 0.35941 -1.23746 -0.4 0.0 0.0 -0.25
H -0.72642 2.48552 6.13721 0.0 0.0 0.0 0.10
C 1.73381 -2.28419 0.65904 -0.2 0.1 0.2 -0.21
C 0.03555 3.60069 -2.40588 0.0 0.0 0.0 -0.17
H -6.05803 -2.02987 0.16363 0.0 0.0 0.0 0.11
H 7.05613 2.35341 -2.01989 0.0 0.0 0.0 0.12
H -0.05413 -2.22256 -5.06515 0.0 0.0 0.0 0.09
C 8.45099 0.29510 -1.09697 0.4 0.0 0.0 -0.20
H -2.42511 5.85276 -0.47585 0.0 0.0 0.0 0.09
C 1.78401 3.13998 0.73507 -0.2 -0.1 0.2 -0.14
C -0.56011 -3.10753 -0.01586 0.0 -0.4 0.2 -0.18
C -4.34158 -2.02157 2.26798 0.0 -0.1 0.1 -0.08
H -5.11952 -2.76979 2.36453 0.0 0.0 0.0 0.10
C -0.74604 1.61678 2.83306 -0.1 -0.1 0.6 -0.25
C -4.30000 -1.21355 1.11487 0.2 0.2 -0.1 -0.18
H -0.55896 0.21458 -6.14235 0.0 0.0 0.0 0.08
H -2.48420 -5.55698 1.32755 0.0 0.0 0.0 0.11
C -0.35403 -2.22217 -2.19146 0.1 -0.3 0.2 -0.12
C -1.74259 5.21881 -1.03026 0.0 0.0 0.0 -0.10
C -3.27729 -0.23451 0.96488 -0.2 -0.3 0.3 -0.17
H -3.86794 0.93804 -2.02548 0.0 -0.1 0.0 0.11
C -0.31592 -1.31358 -4.54336 0.0 -0.1 0.2 -0.08
N -0.62583 -2.07919 -0.95400 -0.2 0.4 -0.2 0.05
N 0.76409 2.41188 1.13021 0.2 0.1 -0.1 0.04
H 4.24862 -1.49441 -0.69810 0.0 0.0 0.0 0.11
C -3.37844 -1.86086 3.23252 -0.2 0.0 -0.1 -0.10
C -0.87573 0.78284 -4.02809 -0.1 -0.1 -0.1 -0.20
H 2.97644 4.25762 3.68972 0.0 0.0 0.0 0.11
N 9.59502 0.24504 -0.98149 -0.1 0.0 0.0 0.14
C -0.58078 -0.05929 -5.09898 0.0 0.1 -0.1 -0.11
C -1.62557 -4.91109 1.17611 0.1 0.0 0.0 -0.06
Bi -0.50780 0.91068 -0.66066 -0.3 -0.2 0.4 1.75
H 2.66394 -2.83879 0.81565 0.0 0.0 0.0 0.10
C 0.43887 2.36083 2.44174 0.1 0.2 0.4 -0.15
H -2.67126 -5.79930 -1.62718 0.0 0.0 0.0 0.07
C 0.79053 3.07352 4.76646 -0.2 0.0 0.3 -0.09
C 1.63579 0.75868 -1.32903 0.8 0.2 -0.4 -0.20
H -3.38245 -2.50603 4.10382 0.0 0.0 0.0 0.10
C 2.34555 3.75315 2.96632 0.0 0.0 -0.1 -0.02
C -0.72921 3.04976 -1.38180 0.0 0.0 -0.1 -0.35
C -2.88366 -3.83771 -0.71417 0.2 -0.1 -0.1 -0.20
H -5.83799 -0.59879 -1.85510 0.1 0.0 0.0 0.10
H -1.66712 -0.76406 3.92084 0.0 -0.1 0.0 0.10
H 0.71655 -0.58008 1.54608 0.0 0.0 0.1 0.03
N -3.15362 0.49089 -0.16882 -0.4 0.3 -0.2 0.01
C 4.86853 -0.65656 -0.98843 0.0 0.0 0.0 -0.01
C -0.10673 4.93785 -2.76225 0.0 0.0 -0.1 -0.10
C -0.47241 -1.17920 -3.16066 -0.1 0.2 -0.5 -0.35
C 4.25425 0.51022 -1.46265 0.1 -0.1 0.2 -0.24
C 1.20217 3.06198 3.41970 -0.1 -0.2 -0.3 -0.17
H -0.48552 -5.80639 2.75953 0.0 0.0 0.0 0.09
N -0.82006 0.11603 -2.86205 -0.2 -0.1 -0.1 -0.13
H 4.58970 2.48764 -2.22849 0.0 0.0 0.0 0.12
C 2.83493 0.61747 -1.45573 0.0 0.0 -0.1 -0.12
H 1.93951 3.21099 -0.33131 0.1 -0.1 -0.1 0.09
C 6.43119 1.51725 -1.73544 0.1 -0.1 0.0 -0.03
C 1.65909 -1.12149 1.65584 0.1 -0.1 -0.1 -0.09
```
Positions in Å, forces in eV/Å.